DFT (wB97M-V/def2-TZVPD) results for C14H42K4O18P as an isolated structure in a non-equilibrium geometry.

Structure (XYZ):
```
79
C14H42K4O18P, DFT wB97M-V/def2-TZVPD
K -0.64922 -2.05386 2.62210
K 2.88016 -0.13365 -1.07220
K -1.53533 0.51256 -2.38223
K 1.64164 3.41980 -2.22016
P 0.07330 0.01860 0.11368
O 0.80634 -0.21065 1.48470
O -1.44691 -0.01960 0.34488
O 0.33602 -1.15208 -0.88290
O 0.65065 1.30422 -0.56887
C -1.71647 3.74143 0.16545
C -3.00679 4.15365 -0.49803
O -3.62610 3.07141 -1.19142
O -0.80386 3.35467 -0.89239
H -1.83311 2.94177 0.89935
H -1.22698 4.53788 0.72943
H -2.85638 4.82638 -1.34322
H -3.72837 4.57835 0.20335
H -3.67951 2.27839 -0.63278
H -0.44390 2.49630 -0.62566
C 2.44290 -0.49860 -4.76475
C 1.06999 -0.12028 -4.26596
O 0.95800 1.14474 -3.67500
O 2.90735 0.38949 -5.76581
H 2.30825 -1.51474 -5.13231
H 3.12983 -0.48374 -3.91461
H 0.67211 -0.82291 -3.53369
H 0.32166 -0.15696 -5.06303
H 1.12404 1.85191 -4.30184
H 3.09771 1.23707 -5.35618
C -4.55126 0.47872 1.26464
C -3.90091 1.08451 2.53230
O -2.69240 0.38481 2.86829
O -3.78927 0.70231 0.07813
H -5.54109 0.93756 1.27390
H -4.67555 -0.59868 1.38428
H -4.57945 1.06583 3.38442
H -3.62112 2.13365 2.40318
H -2.18224 0.32296 2.05407
H -2.87223 0.41940 0.22845
C -3.12102 -2.69815 -0.91740
C -2.21229 -3.30132 -2.00599
O -1.34160 -2.34267 -2.51920
O -2.42866 -2.37853 0.28512
H -3.92947 -3.39454 -0.69636
H -3.51993 -1.79477 -1.38857
H -2.81355 -3.68807 -2.82912
H -1.63850 -4.09948 -1.52622
H -0.70305 -2.09045 -1.83975
H -2.01764 -1.50160 0.21085
C 3.59149 -1.65214 2.97863
C 2.94149 -0.77165 4.06711
O 1.55903 -0.82393 3.81446
O 3.37086 -1.01637 1.70687
H 3.04041 -2.59227 2.90692
H 4.63714 -1.82048 3.23337
H 3.26833 0.25501 3.88181
H 3.26484 -1.02349 5.07601
H 1.42005 -0.45065 2.93615
H 2.45351 -0.70451 1.68869
C 1.91267 -4.15570 -1.33840
C 2.04780 -3.97190 0.16373
O 0.88405 -3.32708 0.62618
O 1.95705 -2.87775 -1.97035
H 0.97539 -4.63891 -1.62931
H 2.64360 -4.76126 -1.87687
H 2.97385 -3.44327 0.39926
H 2.08984 -4.97339 0.59462
H 0.76751 -2.43264 0.27863
H 1.29759 -2.31280 -1.54486
C 1.59524 2.88113 3.00671
C 2.20336 3.54028 1.76431
O 2.49938 2.58394 0.72392
O 0.34026 2.34313 2.74104
H 1.50732 3.62961 3.79503
H 2.24422 2.07742 3.36085
H 3.14081 4.02855 2.03597
H 1.59203 4.27169 1.22922
H 1.63602 2.21900 0.47417
H 0.40908 1.58736 2.15127
```

Computed properties:
total energy: -126646.2290 eV
charge: +1
lowest unoccupied orbital energy: -3.724 eV
energy relative to the best compared isomer or geometry (same formula, charge and spin): 0.0 kcal per mole
largest force on an atom: 2.65 eV Å⁻¹
highest occupied orbital energy: -11.734 eV

***

DFT (wB97M-V/def2-TZVPD) results for C6H10O as an isolated structure in a non-equilibrium geometry.

Structure (XYZ):
```
17
C6H10O, DFT wB97M-V/def2-TZVPD
C 2.12052 0.32455 0.06832
C 0.61857 0.12491 -0.04818
C -0.12823 -1.09183 0.54310
C -0.86503 -0.90692 -0.78311
C -1.83390 0.18373 -0.39401
C -0.46006 1.09732 0.47848
O 0.22594 -0.19342 -1.39373
H 2.42922 1.26806 -0.39469
H 2.64577 -0.49095 -0.44963
H 2.46191 0.31692 1.10765
H -0.77962 -0.60780 1.30131
H 0.38687 -2.02929 0.76837
H -1.14784 -1.78285 -1.36367
H -2.68953 -0.22173 0.17945
H -2.23253 0.70528 -1.29243
H -0.58237 2.09592 0.11001
H -0.16968 1.20810 1.56276
```

Computed properties:
total energy: -8428.4573 eV
charge: 0
lowest unoccupied orbital energy: 1.043 eV
energy relative to the best compared isomer or geometry (same formula, charge and spin): 64.2 kcal per mole
largest force on an atom: 2.21 eV Å⁻¹
highest occupied orbital energy: -9.425 eV

***

DFT (wB97M-V/def2-TZVPD) results for C13H16I2N5O3S2W as an isolated structure in a non-equilibrium geometry.

Structure (XYZ):
```
42
C13H16I2N5O3S2W, DFT wB97M-V/def2-TZVPD
W 1.05415 0.14605 0.75553
I -1.72878 -0.23608 0.89382
C -1.84927 1.33709 2.37321
I 0.18546 2.07509 2.56364
H -2.17445 0.92692 3.32376
H -2.49929 2.13652 2.03009
C 5.37438 0.70104 -2.04231
N 3.95589 0.56330 -1.69259
C 2.90880 1.23420 -2.13894
S 1.29198 0.77894 -1.52672
N 2.91365 2.19137 -3.02895
C 4.03205 2.77643 -3.78098
H 5.90968 -0.13365 -1.59981
H 5.79451 1.62276 -1.64437
H 5.52678 0.66454 -3.11741
H 3.72718 -0.17458 -1.05443
H 2.00486 2.56494 -3.26256
H 4.84161 3.07734 -3.12266
H 3.66233 3.66247 -4.28716
H 4.40294 2.08566 -4.53593
O 2.29658 -8.12788 4.28436
S 1.21966 -7.08499 3.60218
O 0.88834 -7.43403 2.28673
O 0.34457 -6.52047 4.53618
C 3.33198 -7.27467 4.17662
N 4.55343 -7.44077 4.54005
C 5.33573 -6.37920 4.31339
C 4.87617 -5.18884 3.74233
C 3.54688 -5.07551 3.35974
N 2.80058 -6.17764 3.59416
C 2.94686 -3.89290 2.72925
C 1.81721 -3.98959 1.91352
C 1.29311 -2.85894 1.32300
N 1.81780 -1.62901 1.50133
C 2.89709 -1.53058 2.31704
C 3.48543 -2.61325 2.92273
H 6.37278 -6.50026 4.60472
H 5.56820 -4.37820 3.57172
H 1.35307 -4.94622 1.71147
H 0.43129 -2.92284 0.67408
H 3.27358 -0.52801 2.49043
H 4.33670 -2.45438 3.57028
```

Computed properties:
total energy: -67000.0436 eV
charge: +3
lowest unoccupied orbital energy (spin up / spin down): -10.560 / -10.556 eV
largest force on an atom: 2.28 eV Å⁻¹
highest occupied orbital energy (spin up / spin down): -15.718 / -15.857 eV

***

DFT (wB97M-V/def2-TZVPD) results for C44H67BCoN9O2S as an isolated structure in a non-equilibrium geometry.

Structure (XYZ):
```
125
C44H67BCoN9O2S, DFT wB97M-V/def2-TZVPD
Co -0.05339 -0.07306 -0.56504
C 0.90223 -1.96515 -2.92591
C 2.39969 -1.80890 -2.66390
C 3.11551 -1.33874 -3.93886
C 2.75024 -0.87778 -1.53465
C 4.05460 -0.58727 -1.13990
C 3.96425 0.35863 -0.13404
C 5.20333 1.03716 0.38949
C 5.24004 1.42007 1.86537
C 5.51269 2.24885 -0.50332
N 2.65262 0.60438 0.07282
N 1.91962 -0.15300 -0.79039
B 1.90769 1.59035 1.03103
N 0.99343 0.75641 1.96558
N 0.21720 -0.20250 1.40036
C -0.30887 -0.94824 2.37248
C 0.11422 -0.43707 3.59782
C 0.93230 0.64174 3.31063
C 1.51676 1.51592 4.38716
C 3.04362 1.49808 4.47206
C 0.99772 2.95033 4.29783
C -1.20804 -2.12146 2.13620
C -2.63777 -1.63460 1.92728
C -1.15290 -3.11074 3.29729
N 1.07401 2.54564 0.11970
N 0.31340 1.98426 -0.86274
C 0.04266 2.93596 -1.75748
C 0.60322 4.13945 -1.32279
C 1.24928 3.86275 -0.13304
C 1.82403 4.98020 0.70509
C 0.70306 5.52423 1.60813
C 3.10610 4.74178 1.50144
C -0.66947 2.81312 -3.07866
C -0.90795 1.37430 -3.50925
C -1.96256 3.63933 -3.07130
H 0.69934 -2.90487 -3.44220
H 0.53431 -1.15667 -3.55739
H 0.34194 -1.95846 -1.98961
H 2.80965 -2.78742 -2.39884
H 2.84561 -0.30775 -4.17454
H 2.83989 -1.97390 -4.78234
H 4.19677 -1.38769 -3.81906
H 4.96345 -1.01203 -1.53120
H 5.99981 0.30773 0.22630
H 4.71647 2.35769 2.04339
H 6.27712 1.55541 2.17418
H 4.79700 0.63985 2.48225
H 4.68264 2.95559 -0.49046
H 5.67165 1.93385 -1.53459
H 6.41293 2.75642 -0.15313
H 2.67547 2.21103 1.67404
H -0.13354 -0.80695 4.57771
H 1.13843 1.08160 5.31487
H 3.48661 2.13225 3.70804
H 3.42991 0.48554 4.35372
H 3.36031 1.87345 5.44597
H 1.28914 3.39485 3.34890
H 1.41930 3.54954 5.10615
H -0.09036 2.98124 4.37566
H -0.85329 -2.62586 1.23793
H -2.99600 -1.15024 2.83573
H -3.30508 -2.46612 1.68414
H -2.67284 -0.91068 1.11693
H -1.56500 -2.66605 4.20520
H -0.12918 -3.42793 3.49792
H -1.74761 -3.99308 3.05679
H 0.55887 5.09391 -1.82167
H 2.05408 5.75984 -0.02485
H 0.29003 4.72986 2.22812
H -0.10775 5.93815 1.00823
H 1.08389 6.31286 2.25889
H 2.93055 4.14368 2.39401
H 3.50364 5.70740 1.81593
H 3.86456 4.25712 0.88960
H -0.00031 3.27454 -3.81055
H -1.50823 0.84277 -2.77419
H 0.04851 0.86226 -3.60778
H -1.41807 1.33584 -4.47344
H -2.60766 3.33705 -2.24637
H -2.50208 3.50740 -4.01164
H -1.74535 4.69973 -2.95240
C -6.94245 -0.53568 -0.00109
O -5.79742 -0.06856 -0.69908
C -5.02571 0.86418 -0.10913
C -5.26796 1.38383 1.15574
C -4.44206 2.35768 1.69152
C -3.36255 2.83844 0.97023
C -3.13944 2.36749 -0.31026
C -3.95772 1.39029 -0.86278
N -3.81811 1.09166 -2.24614
C -3.94240 -0.05224 -2.88656
C -3.66258 -1.34614 -2.40350
C -4.40567 -2.42623 -2.93707
C -4.22593 -3.70603 -2.49703
C -3.24187 -3.96321 -1.52487
C -2.43500 -2.95840 -1.05900
C -2.58969 -1.61632 -1.48331
O -1.74412 -0.70501 -1.16341
H -7.37884 -1.30665 -0.63019
H -7.66927 0.26534 0.15107
H -6.66782 -0.97249 0.96129
H -6.10785 1.02499 1.73358
H -4.65721 2.74728 2.67741
H -2.71139 3.59267 1.38970
H -2.31810 2.76190 -0.89534
H -3.77237 1.92200 -2.82121
H -4.25674 0.04754 -3.92155
H -5.18793 -2.20316 -3.65421
H -4.82966 -4.51230 -2.88950
H -3.12080 -4.97040 -1.14494
H -1.64734 -3.15594 -0.34022
C 1.93713 -7.31339 0.44205
N 1.72212 -5.89617 0.70336
C 1.26324 -4.93725 -0.11746
S 1.48673 -3.32048 0.32163
N 0.64309 -5.22445 -1.27777
C 0.05572 -6.48460 -1.71178
H 2.39982 -7.74537 1.32456
H 2.60605 -7.46979 -0.40680
H 1.00018 -7.83615 0.26179
H 2.20597 -5.50958 1.49567
H 0.32993 -4.39625 -1.75514
H 0.81833 -7.23313 -1.91890
H -0.49200 -6.29717 -2.63183
H -0.64243 -6.88000 -0.97039
```

Computed properties:
total energy: -113357.6748 eV
charge: +1
lowest unoccupied orbital energy (spin up / spin down): -3.290 / -3.267 eV
2S+1: 2
energy relative to the best compared isomer or geometry (same formula, charge and spin): 0.0 kcal per mole
largest force on an atom: 2.07 eV Å⁻¹
⟨S²⟩: 0.759
highest occupied orbital energy (spin up / spin down): -10.042 / -10.047 eV